# 1
This record from OMol25 describes a structure of composition C35H43BrFIN7PReS at a distorted geometry. The level of theory is ωB97M-V with the def2-TZVPD basis set.

Each line ends with the Mulliken spin population.
Positions of all 91 atoms, in Å:
Re: -0.711 -0.505 0.682  0.9637
C: 2.858 1.689 2.080  -0.0021
C: 3.883 1.226 1.262  0.0045
C: 3.671 0.087 0.519  -0.0038
C: 2.433 -0.562 0.567  0.0150
N: 1.424 -0.075 1.332  0.0399
C: 1.659 1.013 2.082  0.0254
N: 2.356 -1.735 -0.141  -0.0217
C: 1.371 -2.541 -0.126  0.0020
N: 0.101 -2.334 0.437  -0.0652
C: -0.533 -3.564 0.532  0.0284
N: -1.563 -3.838 1.236  -0.0166
C: -2.161 -2.966 2.100  0.0156
C: -3.095 -3.555 2.963  -0.0170
C: -3.740 -2.807 3.918  0.0170
C: -3.435 -1.451 4.001  -0.0215
C: -2.530 -0.918 3.119  -0.0040
N: -1.886 -1.626 2.158  -0.0231
C: 0.251 -4.555 -0.204  -0.0019
C: 0.021 -5.893 -0.453  0.0025
C: 0.997 -6.585 -1.160  -0.0004
C: 2.174 -5.959 -1.561  -0.0008
C: 2.413 -4.616 -1.290  0.0043
C: 1.425 -3.920 -0.622  0.0041
H: 2.987 2.559 2.709  -0.0006
H: 4.834 1.740 1.226  0.0000
H: 4.438 -0.348 -0.105  -0.0003
H: 0.845 1.343 2.712  -0.0303
H: -3.272 -4.613 2.847  0.0001
H: -4.460 -3.261 4.585  -0.0001
H: -3.898 -0.805 4.732  0.0003
H: -2.303 0.133 3.175  0.0048
H: -0.883 -6.377 -0.108  -0.0001
H: 0.842 -7.628 -1.400  0.0000
H: 2.923 -6.535 -2.088  0.0000
H: 3.332 -4.132 -1.592  -0.0001
C: -4.631 -2.630 -1.756  0.0028
C: -3.698 -2.256 -0.602  0.0103
P: -2.452 -0.986 -1.045  0.0110
C: -1.598 -1.711 -2.495  -0.0155
C: -0.363 -0.945 -2.968  0.0029
C: -3.481 0.392 -1.699  0.0069
C: -2.868 1.791 -1.669  0.0031
H: -5.352 -3.364 -1.399  0.0007
H: -4.088 -3.081 -2.585  0.0001
H: -5.189 -1.771 -2.127  -0.0002
H: -3.178 -3.145 -0.245  0.0051
H: -4.273 -1.854 0.236  -0.0003
H: -2.339 -1.756 -3.294  0.0002
H: -1.333 -2.739 -2.228  0.0006
H: -0.594 0.098 -3.185  0.0017
H: 0.019 -1.397 -3.881  0.0014
H: 0.436 -0.963 -2.226  0.0128
H: -4.406 0.375 -1.117  0.0007
H: -3.723 0.120 -2.728  -0.0021
H: -2.691 2.112 -0.646  -0.0022
H: -3.557 2.497 -2.131  -0.0003
H: -1.924 1.829 -2.212  -0.0001
C: -2.235 3.268 5.219  -0.0002
C: -0.860 2.837 4.725  -0.0009
N: -0.434 3.562 3.528  -0.0007
C: -0.701 3.241 2.267  0.0085
S: -1.656 1.858 1.882  -0.0046
N: -0.291 4.031 1.283  0.0017
C: 0.360 5.331 1.437  0.0013
C: 1.858 5.235 1.714  -0.0005
H: -2.462 2.753 6.152  0.0000
H: -3.004 3.024 4.487  0.0001
H: -2.260 4.341 5.410  0.0000
H: -0.852 1.772 4.502  0.0002
H: -0.108 3.030 5.490  0.0002
H: -0.006 4.462 3.695  0.0001
H: -0.478 3.704 0.349  -0.0020
H: -0.148 5.891 2.226  -0.0001
H: 0.198 5.876 0.509  -0.0001
H: 2.072 4.696 2.639  0.0000
H: 2.271 6.239 1.807  0.0000
H: 2.367 4.727 0.895  0.0001
F: -0.172 0.882 -0.489  0.0400
Br: 1.672 0.915 -5.624  0.0000
C: 3.419 1.459 -5.145  0.0000
C: 4.414 1.344 -6.105  0.0000
C: 5.700 1.775 -5.824  0.0000
C: 5.991 2.329 -4.587  0.0000
C: 5.003 2.433 -3.622  -0.0001
C: 3.715 1.990 -3.892  0.0002
I: 2.273 2.137 -2.374  -0.0008
H: 4.177 0.926 -7.073  0.0000
H: 6.471 1.681 -6.575  0.0000
H: 6.990 2.684 -4.372  0.0000
H: 5.231 2.863 -2.657  0.0000

Total charge = +2
E_LUMO (spin up / spin down) = -7.3399 / -6.8578 eV
Energy above the lowest of the compared OMol25 structures with the same formula, charge and spin = 214.12 kJ/mol
Electronic energy = -150528.1466 eV
Spin multiplicity = 2
Expectation value of S² = 0.964
E_HOMO (spin up / spin down) = -12.67 / -12.67 eV
Gap between HOMO and LUMO (spin up / spin down) = 5.3 / 5.8 eV
Maximum force = 1.9 eV Å⁻¹

=====

# 2
This record from OMol25 describes a structure of composition C11H10F6N2O9RuS2. The level of theory is ωB97M-V with the def2-TZVPD basis set.

Each line ends with the Mulliken spin population.
Positions of all 41 atoms, in Å:
Ru: 0.382 0.905 -0.977  0.9035
O: 0.293 -3.653 -0.829  0.0001
C: 0.032 -2.403 -0.455  0.0056
O: -1.010 -1.827 -0.619  0.0018
C: 1.175 -1.786 0.296  -0.0066
C: 2.054 -2.540 1.057  -0.0009
C: 2.978 -1.891 1.865  -0.0004
C: 2.983 -0.505 1.906  -0.0004
C: 2.095 0.179 1.100  -0.0006
N: 1.227 -0.450 0.296  -0.0277
C: 1.998 1.686 1.112  0.0003
O: 2.697 2.368 1.798  0.0196
O: 1.041 2.163 0.308  0.0527
H: -0.500 -4.017 -1.256  0.0000
H: 1.996 -3.617 1.017  0.0000
H: 3.671 -2.464 2.465  0.0000
H: 3.653 0.067 2.532  -0.0003
F: -1.581 0.387 -5.848  0.0002
C: -1.499 0.023 -4.585  0.0002
F: -2.094 -1.143 -4.397  0.0000
F: -2.061 0.943 -3.807  0.0000
S: 0.275 -0.164 -4.113  0.0043
O: 0.225 -0.430 -2.658  0.0204
O: 0.835 -1.169 -4.931  0.0001
N: 0.888 1.285 -4.385  0.0017
S: 1.156 2.147 -3.132  -0.0013
O: -0.056 2.521 -2.353  -0.0024
O: 2.100 1.521 -2.162  0.0073
C: 1.891 3.707 -3.828  -0.0004
F: 0.979 4.281 -4.580  -0.0001
F: 2.205 4.467 -2.802  0.0000
F: 2.957 3.392 -4.528  0.0000
C: -3.154 0.956 1.586  0.0006
C: -1.706 0.679 1.287  0.0011
O: -1.427 1.002 -0.119  0.0142
H: -3.356 0.700 2.626  0.0000
H: -3.806 0.358 0.951  -0.0002
H: -3.392 2.014 1.461  -0.0004
H: -1.460 -0.376 1.361  0.0001
H: -1.024 1.272 1.896  0.0039
H: -1.847 1.841 -0.364  0.0039

Total charge = +1
E_LUMO (spin up / spin down) = -4.1301 / -5.2109 eV
Energy above the lowest of the compared OMol25 structures with the same formula, charge and spin = 68.97 kJ/mol
Electronic energy = -73526.9945 eV
Spin multiplicity = 2
Expectation value of S² = 0.753
E_HOMO (spin up / spin down) = -13.68 / -13.49 eV
Gap between HOMO and LUMO (spin up / spin down) = 9.6 / 8.3 eV
Maximum force = 0.6 eV Å⁻¹

=====

# 3
This record from OMol25 describes a cluster of 14 separate species, C5H39N2O14 in total at a distorted geometry. The level of theory is ωB97M-V with the def2-TZVPD basis set.

Each line ends with the Mulliken spin population.
Positions of all 60 atoms, in Å:
C: 0.095 -1.712 0.828  0.0081
N: 0.159 -0.760 -0.319  0.7076
C: 1.396 0.032 -0.554  0.0121
C: 0.920 1.445 0.150  0.0986
C: 0.643 2.437 -0.954  0.0175
O: -0.219 2.188 -1.705  0.0552
C: -1.325 -1.749 1.295  0.0099
N: -2.146 -0.592 0.887  0.0163
H: 0.759 -1.406 1.574  0.0055
H: 0.485 -2.808 0.754  0.0549
H: -0.267 -1.118 -1.114  -0.0559
H: 1.688 0.080 -1.601  0.0140
H: 2.235 -0.275 0.088  0.0179
H: 1.636 1.852 0.941  0.0098
H: -0.139 1.311 0.618  -0.0026
H: 1.135 3.451 -1.312  0.0351
H: -1.895 -2.614 0.847  -0.0016
H: -1.423 -1.873 2.366  0.0000
H: -2.308 -0.571 -0.213  0.0039
H: -1.467 0.192 0.858  -0.0145
H: -2.984 -0.630 1.572  -0.0001
H: 2.832 0.969 2.452  0.0002
H: 4.027 0.345 1.719  -0.0001
O: 3.730 1.125 2.274  0.0002
H: -1.645 0.232 -4.432  0.0000
H: -0.898 1.260 -3.364  -0.0012
O: -0.753 0.538 -4.054  -0.0002
H: -3.080 1.381 -1.400  -0.0002
H: -1.626 1.291 -1.899  0.0021
O: -2.487 0.729 -1.752  0.0013
H: 1.369 -3.403 3.809  0.0000
H: 2.119 -3.345 2.688  -0.0003
O: 1.696 -2.727 3.103  0.0019
H: 2.722 -2.904 0.409  -0.0006
H: 3.394 -4.287 0.221  0.0000
O: 2.794 -3.771 0.729  0.0011
H: -2.566 -1.860 -3.510  -0.0001
H: -2.036 -1.094 -2.325  0.0009
O: -1.689 -1.780 -3.013  0.0004
H: -0.578 -4.606 -1.375  0.0002
H: -1.236 -3.255 -2.030  -0.0002
O: -1.415 -4.186 -1.726  0.0001
H: 0.508 -0.770 3.327  -0.0008
H: -0.255 -0.782 4.816  0.0001
O: -0.213 -0.509 3.915  0.0000
H: 3.636 3.600 -0.484  0.0003
H: 3.285 2.605 0.635  0.0006
O: 2.894 3.276 0.074  0.0013
H: -4.872 0.951 0.066  -0.0001
H: -4.280 2.211 0.619  0.0000
O: -4.113 1.367 0.212  0.0001
H: -0.600 5.263 0.066  0.0001
H: 0.558 4.476 0.858  0.0002
O: -0.418 4.502 0.701  -0.0003
H: 1.192 -0.396 -3.932  0.0004
H: 2.183 -0.811 -4.875  0.0000
O: 2.077 -0.737 -4.056  0.0004
H: -1.422 3.548 2.141  0.0001
H: -0.513 2.126 2.294  0.0007
O: -1.299 2.547 2.094  -0.0001

Total charge = +2
E_LUMO (spin up / spin down) = -5.9024 / -11.2516 eV
Energy above the lowest of the compared OMol25 structures with the same formula, charge and spin = 866.40 kJ/mol
Electronic energy = -37440.6458 eV
Spin multiplicity = 2
Expectation value of S² = 0.756
E_HOMO (spin up / spin down) = -16.22 / -16.22 eV
Gap between HOMO and LUMO (spin up / spin down) = 10.3 / 5.0 eV
Maximum force = 11.5 eV Å⁻¹

=====

# 4
This record from OMol25 describes a structure of composition C22H58O24S3 at a distorted geometry. The level of theory is ωB97M-V with the def2-TZVPD basis set.

Each line ends with the Löwdin charge.
Positions of all 107 atoms, in Å:
C: -4.450 -2.286 1.057  -0.2241
C: -5.241 -1.725 2.249  -0.2085
C: -4.815 -0.279 2.489  -0.1939
S: -3.121 -0.187 1.877  0.6893
O: -2.233 0.051 2.984  -0.3051
O: -3.096 0.737 0.773  -0.3182
C: -3.000 -1.908 1.304  -0.1988
H: -4.774 -1.888 0.089  0.1089
H: -4.631 -3.358 0.956  0.1224
H: -4.953 -2.384 3.076  0.1190
H: -6.321 -1.838 2.168  0.1188
H: -4.773 -0.104 3.560  0.1072
H: -5.380 0.467 1.941  0.1092
H: -2.674 -2.350 2.253  0.1029
H: -2.272 -1.989 0.506  0.0848
C: -3.171 -1.232 -2.793  -0.1215
C: -2.262 -1.660 -3.941  -0.1229
O: -2.058 -3.080 -3.747  -0.2017
S: -3.384 -3.682 -3.159  0.5377
O: -3.073 -4.803 -2.363  -0.2135
O: -4.341 -3.776 -4.182  -0.1903
O: -3.695 -2.459 -2.218  -0.2010
H: -4.003 -0.636 -3.157  0.1333
H: -2.682 -0.702 -1.983  0.1080
H: -1.279 -1.207 -3.988  0.1229
H: -2.772 -1.559 -4.900  0.1310
C: -0.319 0.209 5.472  -0.1641
C: 0.387 1.139 4.486  -0.1696
O: 0.268 2.447 5.029  -0.1775
S: -0.536 2.452 6.400  0.5653
O: -1.903 2.737 6.156  -0.2166
O: 0.174 3.210 7.344  -0.2071
O: -0.354 0.919 6.721  -0.1780
H: 0.185 -0.748 5.552  0.1177
H: -1.354 0.023 5.189  0.1058
H: -0.087 1.034 3.514  0.0976
H: 1.446 0.886 4.424  0.1346
C: 1.335 1.638 -3.865  -0.2572
C: 2.589 0.923 -4.334  -0.2338
O: 2.599 -0.456 -3.987  -0.0670
O: 1.181 1.656 -2.474  -0.0714
H: 0.462 1.201 -4.384  0.1141
H: 1.370 2.671 -4.229  0.1266
H: 3.457 1.348 -3.831  0.1035
H: 2.701 1.055 -5.417  0.1216
H: 1.880 -0.893 -4.454  0.0764
H: 0.874 0.783 -2.188  0.0333
C: 0.720 -4.492 -1.644  -0.1908
C: 2.015 -3.736 -1.834  -0.1954
O: 2.501 -3.121 -0.633  -0.0739
O: -0.370 -3.567 -1.560  -0.0852
H: 0.795 -5.049 -0.705  0.1204
H: 0.595 -5.159 -2.502  0.1317
H: 1.859 -2.941 -2.566  0.1177
H: 2.789 -4.407 -2.209  0.1307
H: 3.073 -3.772 -0.217  0.0919
H: -1.104 -4.066 -1.185  0.0810
C: -1.667 3.583 -2.013  -0.2409
C: -1.993 2.158 -2.362  -0.2519
O: -3.298 1.726 -2.021  -0.0723
O: -2.263 4.541 -2.872  -0.0524
H: -0.575 3.689 -2.022  0.1007
H: -1.982 3.799 -0.986  0.1285
H: -1.280 1.465 -1.899  0.1003
H: -1.826 1.997 -3.436  0.1226
H: -3.338 1.660 -1.061  0.0445
H: -2.592 4.095 -3.657  0.0784
C: 5.342 2.803 -1.582  -0.2600
C: 4.926 1.466 -1.063  -0.2573
O: 4.431 1.573 0.255  -0.0640
O: 6.543 3.275 -0.975  -0.0544
H: 4.534 3.537 -1.503  0.1213
H: 5.507 2.716 -2.668  0.1124
H: 5.782 0.782 -1.095  0.1254
H: 4.169 1.082 -1.760  0.1013
H: 3.668 0.991 0.356  0.0270
H: 6.347 4.110 -0.543  0.0812
C: 1.331 4.263 0.711  -0.2268
C: 1.868 5.647 1.044  -0.2532
O: 2.063 6.428 -0.119  -0.0639
O: 0.699 3.636 1.848  -0.0674
H: 2.174 3.664 0.362  0.1095
H: 0.575 4.335 -0.072  0.1020
H: 2.822 5.561 1.565  0.1220
H: 1.173 6.148 1.730  0.1229
H: 1.212 6.565 -0.546  0.0842
H: 1.453 3.315 2.352  0.0757
C: 1.292 0.187 0.469  -0.2097
C: 0.178 -0.622 -0.135  -0.2213
O: 0.334 -0.860 -1.529  -0.0725
O: 2.549 -0.469 0.430  -0.0662
H: 1.018 0.382 1.508  0.1162
H: 1.363 1.162 -0.025  0.1134
H: -0.742 -0.096 0.162  0.1036
H: 0.121 -1.597 0.367  0.1093
H: 0.123 -1.796 -1.661  0.0438
H: 2.567 -1.158 -0.247  0.0697
C: 1.265 -2.651 2.857  -0.2182
C: 1.270 -4.034 2.247  -0.2386
O: 1.463 -5.007 3.274  -0.0520
O: 0.077 -2.379 3.594  -0.0619
H: 1.291 -1.977 1.994  0.0868
H: 2.162 -2.499 3.461  0.1350
H: 2.029 -4.073 1.458  0.0945
H: 0.293 -4.237 1.791  0.1231
H: 0.925 -5.774 3.066  0.0847
H: -0.153 -3.207 4.030  0.0870

Total charge = 0
E_LUMO = -0.3180 eV
Energy above the lowest of the compared OMol25 structures with the same formula, charge and spin = 0.00 kJ/mol
Electronic energy = -105395.1735 eV
Spin multiplicity = 1
E_HOMO = -9.50 eV
Gap between HOMO and LUMO = 9.2 eV
Maximum force = 1.5 eV Å⁻¹